Entry 1:
Computed, not measured: a single C6H11NO molecule in a non-equilibrium geometry, with ωB97M-V/def2-TZVPD.

ORCA input file:
```
! RIJCOSX wB97M-V def2-TZVPD def2/J DEFGRID3
* xyz 0 1
H -0.00469 1.02306 1.13422
C 0.87979 0.68149 0.58831
H -1.77129 -0.65142 1.25262
H 2.10462 1.32157 -1.08354
N 1.20668 -1.76499 0.56823
C 1.23557 1.66852 -0.51293
C -0.33595 -0.91596 -1.06894
H -2.92468 0.33582 0.33364
H 0.40677 1.81435 -1.21202
O 1.96292 0.62082 1.52120
H -3.16905 -1.41281 0.49392
H 1.50357 2.64006 -0.08420
H 0.10832 -1.14914 -2.03006
H 1.77662 -1.43556 1.36300
H 2.77667 0.46762 1.00792
C -2.41333 -0.63088 0.36822
H -2.28866 -1.02264 -1.78451
C 0.61195 -0.73309 0.05197
C -1.66582 -0.85683 -0.90705
*
```

SMILES = [H]/N=C(/C=C\C)[C@H](C)O
energy above the lowest of the compared OMol25 structures with the same formula, charge and spin = 36.1 kcal/mol


Entry 2:
Computed, not measured: 21 unconnected molecules or ions with the total composition C46H139N5O26 in a non-equilibrium geometry, with ωB97M-V/def2-TZVPD.

ORCA input file:
```
! RIJCOSX wB97M-V def2-TZVPD def2/J DEFGRID3
* xyz 0 1
H -4.99599 2.95695 -7.44607
H -0.02338 7.57973 2.10526
H -0.36192 4.94946 -3.01096
C -1.50858 4.12261 0.64066
H -0.79813 1.98856 -4.79810
H 9.25896 -1.62346 3.39602
C -2.15732 3.23671 1.68173
C 1.14117 -1.25255 4.05076
C 3.90530 -4.43879 -2.63256
H 2.14159 -1.00132 4.40447
H -0.94561 1.57975 -0.69562
C -3.94682 3.31342 3.22289
C 3.29864 -6.30262 0.49026
H -1.87227 5.87016 1.63925
H 1.75757 -3.89334 -3.97776
H 6.34199 -3.25211 5.81939
H -3.51439 2.30013 -3.15203
H 3.58174 2.53529 -2.45867
C -7.50244 3.25218 -1.14480
H -7.66170 1.58966 -2.57473
C -5.58861 4.21179 -0.17042
H 7.18985 -5.11906 1.06982
O 2.57958 0.74009 -5.48403
C -1.40323 0.70790 -1.17967
O -2.11468 1.07925 -2.36709
O -1.02268 -3.04909 0.69834
O 3.01398 -3.91469 4.69656
H -1.53157 7.65402 5.41443
H 8.71995 -1.83027 0.41614
H -0.59956 3.61661 0.31462
H -8.46109 -1.34137 3.86954
C -4.64814 -0.22329 0.98565
C -5.48421 -0.92729 -2.71180
H 0.13452 8.08300 4.85344
H 4.88658 -4.25352 7.35249
C 5.13971 -1.83656 5.04065
H 7.36301 -6.60734 -2.09861
H 4.72697 -4.85039 4.75099
H -8.77414 2.69273 -5.02682
H 0.92210 -5.58444 -2.48810
H -7.62341 4.76549 -5.76254
H 6.64027 -0.25000 5.44148
H -3.32398 2.86234 4.01598
H 0.28022 4.65974 2.56949
H 4.21193 -3.14175 -4.08346
H 4.33160 0.20947 -2.34009
H 4.94449 0.02399 -0.73313
O 6.23954 0.62933 -2.17144
C -10.16304 0.68155 4.41012
H -2.04675 0.14794 -0.50242
H -4.97169 -0.39526 -1.90160
H 4.91312 -4.15813 -2.31331
H -7.19911 1.94644 -4.95361
H 2.63801 -5.55168 0.08033
H -10.95661 1.19193 3.87793
H 9.30554 0.31692 -0.17884
H 3.00279 1.01696 1.53879
C -7.98178 2.64053 -2.46565
O 2.72264 2.13392 -2.27879
C 0.32695 -4.75548 -2.88346
H -2.71592 2.90044 -1.69619
H -1.85531 5.47333 -2.22661
H -2.55769 2.28510 1.29309
H 3.45378 0.63668 -5.09634
H -0.26118 3.65906 -5.23847
O 0.30722 -0.10194 3.90606
H 8.27764 -0.15827 2.99246
H -2.38127 0.12663 3.32273
O 2.37406 -6.86165 1.42200
H -5.86257 1.41757 0.99629
H -0.62472 -5.19090 -3.20379
O 8.47689 -0.02050 -0.52003
H 4.41627 -1.10608 5.42968
H 1.89511 -4.23761 2.91811
H 2.21189 -5.59720 3.92342
H -1.03037 -4.97715 1.06986
H 0.16229 -4.05496 -2.04692
C 4.79695 -2.59467 0.95116
H -9.84952 1.31726 5.24707
H -6.29422 0.21322 -0.20649
H -1.07083 6.48071 -3.49148
H -4.62208 4.65460 -0.39697
C 7.69766 -4.55221 2.86116
H -6.43410 -1.33634 -2.35472
H 0.76742 2.38334 -2.90766
H 7.06830 -4.17762 3.67232
H -7.84861 2.61065 -0.31693
C 0.16323 5.49593 1.86918
H 1.23036 6.85197 3.13109
H -2.25947 0.15178 -6.31776
H 7.01794 0.59953 -1.59712
H -3.97324 3.23913 -6.05079
H 1.23269 -1.64127 3.03827
C -0.87703 7.80319 4.55698
C 8.03020 -6.12751 -1.38186
C -7.17757 3.78265 -5.92457
N 0.43561 -0.87072 -0.33135
C 8.52945 -1.42160 -0.58180
H -1.95796 -1.11719 -5.08479
H -1.27369 8.66384 3.99382
H -0.56298 6.25049 -0.71402
H 8.59420 -5.08335 3.20463
O -3.90069 -0.69755 -5.68158
O 0.50188 2.14649 -6.45938
C 8.48475 -0.93824 3.73422
O 7.00568 -5.46413 1.95861
H 3.52380 -5.50131 5.83988
C -6.82593 -0.13210 3.08971
H 9.25587 -1.80972 -1.30375
O -6.12563 3.40326 -1.21286
C 1.73780 -0.41445 -5.11112
H -7.45295 3.38782 -6.91375
H -10.53139 -0.29358 4.76577
C -4.98007 2.96484 -6.34551
H -5.55843 3.62783 0.75547
O -9.08647 0.55161 3.53708
H -7.92035 4.25220 -0.94693
O -0.74295 6.59460 3.71957
H -2.19537 4.15273 -0.21869
H -6.36384 4.95405 0.06787
C 2.21488 1.78271 1.56342
N -1.11146 5.43388 1.11428
C -0.32308 -4.15475 1.11769
C 0.22009 6.70074 2.71658
O 7.34451 -1.70823 4.10257
H 1.23380 3.66475 -1.74451
H 2.77857 -7.71348 1.60216
H 1.88323 -1.21675 -5.84553
H -2.78764 -1.46902 2.70743
H 0.49916 0.21017 -2.20570
H -7.93833 0.17240 1.34900
O -3.20455 3.98478 2.28989
H -7.81053 -0.03731 5.01979
C 5.17531 -0.19198 -1.77801
H 5.60332 -3.13318 0.46226
H -2.07185 -0.23758 1.66295
H -4.59969 4.02831 3.72193
H -4.51254 -2.69164 -2.80394
N -7.64792 3.47256 -3.58312
H 5.24315 -1.27601 -1.97730
O 3.53400 -3.75417 -3.80987
H 3.22491 -4.17789 -1.82369
C -3.13080 1.99927 -2.17152
H -6.26927 0.79642 3.27947
H 4.19909 -5.77894 0.82860
H 0.70841 -0.07703 -5.16839
C -0.22528 -0.28961 -1.54556
H -2.45124 0.50580 -4.60633
C 2.67649 -4.69816 3.50598
H -0.64502 -1.12361 -2.11289
H 3.55330 -7.04369 -0.27365
C 2.55039 -2.01406 0.48692
H 0.20715 0.32239 4.76436
H 5.98185 -0.25837 3.78480
C 1.56707 3.04714 -2.58016
H 2.73814 -1.19447 1.20067
C 3.96561 -4.55935 5.48095
H -1.32330 2.73339 -6.30020
H 3.73968 -2.98525 6.95355
H 2.03928 -2.80707 1.04705
N 5.52932 -2.71636 6.13933
C -8.04618 -0.33519 3.98678
H 7.52424 -1.72000 -0.87684
H -6.66706 3.73542 -3.45011
H -0.53320 -2.22552 0.42954
H 1.50252 -2.31701 -1.43162
O -4.01429 0.21917 2.18287
O -4.70201 -1.93555 -3.36195
C -6.02031 0.33889 0.84621
O 7.38098 -4.96993 -0.89607
O 0.83851 -4.19803 -4.05019
H 0.58153 -0.07693 0.30699
C -0.48336 2.65152 -5.60782
H 1.91285 3.64127 -3.41527
H -5.73616 -0.23072 -3.50912
H 3.58070 -5.00890 2.97589
C -2.58195 -0.26208 -5.36700
H 0.52564 -4.34868 0.44880
H -4.73805 -1.29110 1.19977
H 2.35863 -0.80751 -1.22038
H 1.36172 1.95390 -6.04611
C -0.90646 5.82417 -2.63891
H 7.21966 -4.42507 -1.67224
H -6.05304 -0.85771 3.35916
C -7.71944 2.92432 -4.88097
H 0.59319 -1.97639 4.65491
C 6.28134 -0.89236 4.62105
H -9.07307 2.63246 -2.35523
H -1.45110 2.90245 2.45099
H 3.86230 -5.51625 -2.81116
H 2.30526 2.36623 0.64194
H -5.19670 1.95615 -5.99645
H 1.00391 5.55404 1.17474
H 4.45133 -3.13976 1.82850
H 8.17020 -6.71741 -0.48109
H -4.08311 -0.03588 0.06614
C 1.70060 -1.51793 -0.69736
H -3.94912 1.60802 -1.56529
H 0.72552 0.90667 2.52035
N -7.07790 -0.26415 1.65436
O -5.77006 3.98215 -5.79836
O 0.89125 1.32298 1.63776
H -4.55656 2.49016 2.84177
O -0.14136 6.46165 -1.57901
H 8.83229 -0.45573 4.65663
H 1.91655 -0.80130 -4.10635
H 8.05006 -3.64075 2.39382
O 3.75501 -2.53201 -0.03893
H 2.47554 2.50521 2.33360
H 9.02823 -5.94586 -1.79574
H 4.64485 -2.34722 4.21398
H 0.05450 -4.08182 2.14717
H 5.12795 -1.58475 1.22553
H -4.16956 -1.30454 -4.97549
C -2.79954 -0.39941 2.47076
C 4.50243 -3.64551 6.53507
*
```

calculated total energy = -110627.6393 eV


no.,molecular weight (g/mol)
1,113.2
2,1178.6